# 1
Formula: C36H76N4O24S4
Source: the Open Molecules 2025 dataset
Level of theory: ωB97M-V/def2-TZVPD

Computed properties:
E_tot ... -136998.280 eV
HOMO ... -8.93 eV
2S+1 ... 1
SMILES string ... O=S1(=O)OCCO1.O=S1(=O)OCCO1.O=S1(=O)OCCO1.O=S1(=O)OCCO1.CNC(C)=O.CNC(C)=O.CNC(C)=O.CNC(C)=O.C1CCOC1.C1CCOC1.C1CCOC1.C1CCOC1
Kohn-Sham gap ... 0.335 hartree
Net charge ... 0

Last column: Mulliken charge in e.
Positions of all 144 atoms, in Å:
S: -5.713 1.659 -0.823  0.981
S: 3.220 -1.776 -5.635  0.877
S: -0.721 -0.174 0.675  0.829
S: 0.313 4.876 0.896  1.125
O: -0.925 5.253 -0.171  -0.474
O: -0.203 -1.460 0.226  -0.334
O: -6.384 0.849 -1.844  -0.564
O: -6.152 3.268 -0.892  -0.437
O: -4.137 -3.612 1.214  -0.525
O: 5.352 3.765 -2.554  -0.705
O: -1.139 -4.746 3.286  -0.419
O: 1.423 1.947 -4.003  -0.398
O: -0.578 3.509 1.244  -0.106
O: 3.043 -2.495 -4.101  -0.458
O: 3.958 -2.628 -6.578  -0.576
O: 0.472 0.996 0.480  -0.071
O: -1.580 0.545 -0.521  0.478
O: 1.550 4.672 0.149  -0.472
O: -4.247 1.599 -0.612  -0.309
O: -6.474 1.570 0.641  -0.367
O: 4.142 -1.847 1.000  -0.437
O: -2.427 3.518 6.062  -0.749
O: -2.280 -1.313 -3.677  -0.403
O: 1.536 -1.995 -5.834  -0.442
O: 0.638 -0.194 4.891  -0.553
O: 0.305 5.803 2.041  -0.599
O: -1.346 -0.028 1.980  -0.193
O: 3.558 -0.379 -5.365  -0.332
N: 0.981 4.072 -4.602  -0.190
N: 6.501 2.083 -3.544  -0.165
N: 2.429 -1.328 5.453  -0.196
N: -0.464 3.591 5.087  -0.108
C: 4.503 1.465 -2.313  -0.237
C: -4.487 -1.483 -2.909  0.084
C: -5.488 -2.544 2.856  -0.663
C: -5.194 -1.566 1.680  -0.110
C: 5.448 2.579 -2.871  0.439
C: -0.797 1.177 -1.446  -0.451
C: -0.481 -3.557 2.847  0.440
C: 0.805 -1.776 -4.668  0.251
C: 0.927 -4.017 2.441  0.705
C: 3.574 -3.400 -0.813  -0.224
C: 7.602 2.841 -4.111  -0.963
C: -1.618 2.982 5.301  0.287
C: 0.631 1.231 -0.865  0.873
C: 1.816 -1.964 -3.518  0.365
C: 1.109 -5.126 3.467  -1.038
C: 2.290 -0.267 3.200  0.113
C: 0.698 3.322 4.243  -0.156
C: -3.770 -2.843 -2.923  -0.863
C: -2.175 4.769 0.233  -0.396
C: -3.450 -0.487 -3.501  0.135
C: -6.378 2.745 1.394  0.015
C: 3.708 -2.093 5.259  -0.654
C: -0.220 -5.823 3.591  -0.509
C: -2.318 -2.404 -2.794  0.452
C: -6.318 3.879 0.345  -0.144
C: -3.954 -2.203 1.001  1.416
C: 3.564 -1.902 -0.310  0.951
C: 4.519 -4.047 0.149  -0.972
C: -1.951 3.609 1.205  0.078
C: 2.602 2.843 -5.845  -0.923
C: 4.684 -3.124 1.395  -0.068
C: -0.036 4.330 -3.619  -0.753
C: -4.636 -3.762 2.568  -0.279
C: -1.892 1.674 4.634  0.302
C: 1.633 2.906 -4.707  0.615
C: 1.789 -0.529 4.590  0.230
H: 3.613 2.960 -5.453  0.133
H: 3.953 -2.753 6.091  0.344
H: -4.906 -0.547 1.937  0.033
H: 2.797 0.694 3.281  0.571
H: -3.686 0.082 -4.401  0.441
H: -6.026 -1.453 0.985  0.283
H: 1.133 2.198 -0.886  0.279
H: -0.570 3.399 -3.429  0.040
H: 0.466 -0.747 -4.550  0.080
H: -5.450 2.648 1.958  -0.078
H: -2.737 1.847 3.969  -0.121
H: -4.124 -3.483 -2.116  0.345
H: 5.726 -2.944 1.659  0.411
H: 0.297 4.911 -2.758  0.301
H: -7.242 4.449 0.244  0.279
H: 2.443 3.550 -6.660  0.418
H: 1.429 -2.627 -2.744  0.277
H: 5.421 -4.324 -0.396  0.270
H: 4.498 0.519 -2.856  0.165
H: 1.587 3.312 4.874  0.371
H: -4.050 -3.424 -3.801  0.316
H: -0.956 -3.038 2.014  -0.494
H: 2.551 -1.507 -0.237  -0.646
H: -2.110 4.048 2.190  0.367
H: 0.638 2.360 3.736  -0.259
H: 1.865 -5.856 3.177  0.459
H: -5.246 -2.046 3.795  0.309
H: -2.793 4.461 -0.610  0.192
H: -4.805 -1.160 -1.918  -0.336
H: -0.310 -6.211 4.605  0.333
H: -0.622 5.087 -4.139  0.413
H: -0.656 0.558 -2.332  0.187
H: 2.576 -3.838 -0.779  0.272
H: -1.232 2.150 -1.674  -0.136
H: 2.486 1.829 -6.228  0.157
H: 1.707 -3.259 2.507  -0.365
H: 3.894 -3.460 -1.853  0.194
H: -3.023 -1.914 1.489  -0.678
H: 1.479 -4.715 4.406  0.286
H: 7.564 2.937 -5.196  0.294
H: -0.041 -2.457 -4.577  0.165
H: 1.496 -0.137 2.465  -0.431
H: 4.144 -3.490 2.268  -0.124
H: 3.004 -0.994 2.815  -0.151
H: -2.494 2.673 1.077  -0.036
H: 2.077 -1.009 -3.061  -0.293
H: -2.742 5.593 0.667  0.399
H: 4.251 -1.266 -0.869  -0.025
H: -5.396 -1.469 -3.511  0.428
H: 2.039 -1.385 6.383  0.308
H: 0.903 4.113 3.522  0.096
H: 4.228 -5.048 0.467  0.410
H: -1.094 1.292 3.998  -0.470
H: -3.812 -3.893 3.269  0.021
H: -3.790 -2.048 -0.065  -0.619
H: -5.213 -4.686 2.593  0.425
H: 4.765 1.368 -1.260  0.448
H: 6.568 1.078 -3.621  0.234
H: -3.140 0.334 -2.855  -0.451
H: 1.140 4.812 -5.270  0.258
H: 7.719 3.804 -3.613  0.320
H: -6.524 -2.883 2.845  0.245
H: -7.181 2.835 2.125  0.355
H: 0.972 -4.523 1.477  0.070
H: -0.357 -2.793 3.614  0.169
H: 1.274 0.464 -1.298  -1.051
H: -0.224 -6.611 2.838  0.313
H: 8.527 2.316 -3.871  0.345
H: -2.155 0.862 5.311  0.464
H: -5.453 4.525 0.495  0.110
H: 4.493 -1.345 5.143  0.314
H: -1.955 -2.130 -1.804  -0.384
H: 3.477 1.831 -2.282  -0.231
H: -1.572 -3.125 -3.129  0.380
H: -0.445 4.444 5.628  0.215
H: 3.544 -2.784 4.432  0.005

---

# 2
Formula: C4H12
Source: the Open Molecules 2025 dataset
Level of theory: ωB97M-V/def2-TZVPD

Computed properties:
E_tot ... -4341.893 eV
HOMO ... -11.20 eV
ΔE to the lowest compared entry with this formula, charge and spin ... 61.3 kJ/mol
2S+1 ... 1
SMILES string ... CC.CC
Kohn-Sham gap ... 0.452 hartree
Net charge ... 0

Last column: natural (NBO) charge in e.
Positions of all 16 atoms, in Å:
C: -2.426 0.263 -0.213  -0.612
C: 2.468 -0.031 -0.187  -0.630
C: 1.558 -1.179 -0.482  -0.638
C: -1.609 0.968 0.887  -0.609
H: -1.816 0.734 1.931  0.204
H: -1.652 2.057 0.783  0.198
H: 3.492 -0.375 0.057  0.211
H: 2.419 0.791 -0.902  0.217
H: -2.032 0.629 -1.155  0.202
H: -0.525 0.759 0.754  0.204
H: -3.516 0.406 -0.261  0.209
H: -2.129 -0.784 -0.108  0.204
H: 2.286 0.368 0.831  0.211
H: 0.681 -0.914 -1.109  0.206
H: 1.096 -1.770 0.289  0.213
H: 1.876 -1.980 -1.175  0.209

---

# 3
Formula: C19H28F7I2N3O3PS
Source: the Open Molecules 2025 dataset
Level of theory: ωB97M-V/def2-TZVPD

Computed properties:
E_tot ... -86107.754 eV
HOMO ... -11.32 eV
2S+1 ... 1
Kohn-Sham gap ... 0.243 hartree
Net charge ... +1

Last column: natural (NBO) charge in e.
Positions of all 64 atoms, in Å:
I: 2.052 -0.534 2.817  0.221
I: 3.326 1.386 -1.733  0.119
S: -5.104 1.301 0.722  0.235
P: -1.411 3.076 -1.216  0.760
F: -5.078 -2.683 1.636  -0.292
F: -3.990 -4.292 2.605  -0.305
F: -2.573 -1.768 2.062  -0.309
F: -3.531 -2.278 -0.982  -0.277
F: -1.744 -3.766 1.672  -0.284
F: -1.651 -3.408 -0.834  -0.326
F: -4.366 -4.478 0.481  -0.285
O: 0.455 -2.387 0.576  -0.632
O: 3.544 2.426 -5.218  -0.717
O: -0.427 -1.650 5.216  -0.731
N: 0.608 -0.051 0.164  -0.167
N: 0.278 1.162 -0.194  -0.139
N: -3.240 0.409 -1.171  -0.495
C: 4.323 2.244 -6.403  0.092
C: -2.794 -1.437 5.614  -0.628
C: -2.001 4.135 0.202  -0.912
C: -2.610 3.043 -2.642  -0.931
C: -1.899 0.195 -0.674  0.237
C: -1.448 -1.836 6.199  0.093
C: 3.991 0.897 -7.026  -0.629
C: -2.402 -2.386 -0.246  0.644
C: -1.453 -3.285 6.658  -0.630
C: -3.948 0.811 -0.233  0.209
C: 2.881 1.101 0.393  -0.352
C: 5.800 2.346 -6.060  -0.630
C: -1.500 -1.128 -0.257  -0.146
C: -0.963 1.347 -0.647  -0.063
C: -2.686 -2.873 1.242  0.558
C: 4.305 0.946 1.097  -0.653
C: -4.082 -3.576 1.440  0.927
C: 2.032 -0.190 0.649  -0.202
C: -0.095 -1.203 0.185  0.587
H: -2.306 3.876 -3.326  0.266
H: -2.558 2.103 -3.248  0.261
H: 4.557 0.737 -7.946  0.217
H: 4.997 1.609 0.513  0.240
H: 4.215 0.081 -6.332  0.194
H: 4.050 3.044 -7.093  0.182
H: -3.034 -2.049 4.739  0.192
H: 2.543 -1.024 0.107  0.255
H: -2.406 5.074 -0.263  0.266
H: 2.925 0.834 -7.258  0.216
H: 3.778 1.723 -4.601  0.444
H: 2.437 2.019 0.849  0.253
H: 4.723 -0.082 1.004  0.225
H: 4.310 1.348 2.135  0.240
H: 6.022 3.313 -5.605  0.220
H: 0.501 -2.911 -0.252  0.528
H: -1.649 -3.959 5.818  0.197
H: -0.479 -3.561 7.066  0.222
H: -2.773 -0.397 5.279  0.212
H: 6.085 1.578 -5.333  0.194
H: 6.421 2.229 -6.951  0.217
H: -1.207 -1.185 7.041  0.182
H: -2.782 3.683 0.853  0.235
H: -1.094 4.467 0.770  0.262
H: -2.213 -3.455 7.424  0.218
H: -3.594 -1.551 6.348  0.220
H: -0.629 -2.222 4.465  0.456
H: -3.669 3.236 -2.344  0.238

---

# 4
Formula: C29H30N4O14P2S3W
Source: the Open Molecules 2025 dataset
Level of theory: ωB97M-V/def2-TZVPD

Computed properties:
E_tot ... -118100.259 eV
HOMO ... -8.04 eV
ΔE to the lowest compared entry with this formula, charge and spin ... 105.8 kJ/mol
2S+1 ... 1
Kohn-Sham gap ... 0.223 hartree
Net charge ... 0

Last column: natural (NBO) charge in e.
Positions of all 83 atoms, in Å:
W: -0.407 0.569 -0.100  2.395
S: -3.712 1.974 4.518  1.719
S: -1.207 2.811 1.997  0.876
S: -1.826 -0.902 2.426  1.521
P: -2.822 2.467 -0.953  2.387
P: -2.600 -0.165 -2.091  2.363
O: -2.234 -0.091 -0.563  -1.035
O: -3.294 0.617 4.321  -0.895
O: -3.558 2.471 0.333  -1.151
O: -3.726 1.866 -3.482  -0.705
O: 0.831 2.195 0.721  -0.725
O: -2.902 -1.456 -2.710  -1.062
O: -1.321 1.314 1.413  -0.902
O: -1.271 2.224 -0.954  -1.053
O: -2.341 -2.247 2.725  -0.955
O: -2.883 3.914 -1.644  -0.986
O: -2.689 3.047 2.736  -0.900
O: -5.048 2.283 4.093  -0.875
O: 0.019 -0.996 -1.248  -0.726
O: -1.378 0.536 -2.930  -1.015
N: -0.570 -1.021 1.166  -0.842
N: 1.446 0.201 -2.518  -0.366
N: 1.824 -0.306 0.560  -0.419
N: 1.095 1.201 -1.616  -0.392
C: 1.399 4.473 1.164  -0.688
C: 1.175 -4.240 -4.863  -0.195
C: 2.109 2.578 -3.346  -0.660
C: 4.064 -1.944 0.770  -0.086
C: 1.023 -2.071 -3.141  -0.064
C: 0.275 -1.536 5.849  -0.211
C: 1.180 3.331 0.213  0.554
C: 0.861 -0.906 -2.254  0.534
C: 1.910 -3.089 -5.128  -0.221
C: -5.083 0.985 -1.714  -0.634
C: -0.552 -0.709 3.750  -0.274
C: 1.284 -4.193 1.796  -0.169
C: 0.383 -2.018 1.268  0.239
C: 1.836 -2.005 -4.272  -0.187
C: 1.498 2.399 -1.993  0.387
C: -3.677 1.320 -2.185  -0.437
C: 2.557 -3.800 1.491  -0.204
C: 0.510 0.185 3.680  -0.158
C: 1.454 0.211 4.697  -0.222
C: 0.193 -3.311 1.705  -0.234
C: 1.455 3.489 -1.117  -0.451
C: 0.289 -3.225 -2.874  -0.189
C: -0.666 -1.567 4.830  -0.197
C: 3.025 0.165 0.343  0.111
C: 4.180 -0.625 0.430  -0.277
C: 2.791 -2.476 1.064  -0.090
C: 0.368 -4.307 -3.737  -0.196
C: 1.339 -0.650 5.780  -0.207
C: 1.695 -1.601 0.942  0.140
H: 3.090 1.216 0.088  0.213
H: -1.190 -0.011 -3.706  0.523
H: 2.537 -3.042 -6.009  0.215
H: 2.076 -0.623 6.573  0.212
H: -5.050 0.668 -0.673  0.250
H: 1.728 4.465 -1.488  0.228
H: -0.206 -5.202 -3.533  0.219
H: 1.231 -5.084 -5.539  0.215
H: 3.387 -4.491 1.574  0.218
H: 2.396 -1.099 -4.462  0.226
H: -3.761 4.309 -1.562  0.512
H: 2.980 1.930 -3.438  0.251
H: -5.742 1.848 -1.803  0.222
H: -2.825 2.052 -3.770  0.486
H: 0.184 -2.211 6.691  0.216
H: -1.503 -2.256 4.851  0.249
H: 5.145 -0.181 0.231  0.230
H: 1.101 -5.209 2.123  0.221
H: -0.805 -3.623 1.975  0.267
H: -0.349 -3.247 -2.000  0.244
H: -5.478 0.170 -2.322  0.232
H: -3.305 2.950 1.956  0.545
H: 4.934 -2.586 0.830  0.222
H: 0.861 4.311 2.093  0.239
H: 0.631 0.845 2.842  0.218
H: 2.286 0.901 4.640  0.210
H: 2.464 4.544 1.397  0.237
H: 1.080 5.410 0.711  0.238
H: 2.402 3.613 -3.506  0.221
H: 1.400 2.266 -4.113  0.246